(1)
C28H38BrClN3NaO2Si2 | ωB97M-V/def2-TZVPD

XYZ file:
```
76
Properties=species:S:1:pos:R:3:forces:R:3
Na -0.11330 0.12695 0.08468 -1.6830 3.8144 -0.8655
O -0.36590 4.66325 0.62838 2.2983 2.0857 -0.7704
C 0.80190 4.88795 -0.05502 -0.7882 -0.2132 0.7638
C 1.21660 6.21335 -0.17802 0.5831 0.0025 -0.3653
C 2.40050 6.50785 -0.84952 -0.1681 -0.3166 0.0239
C 3.15770 5.47565 -1.39982 -0.0517 -0.1961 0.0215
C 2.72910 4.14905 -1.27812 -0.4883 0.4574 0.3457
C 1.54560 3.81695 -0.58792 1.4282 0.3266 -1.1850
C 1.08180 2.34735 -0.56372 0.5201 0.8920 1.4306
O 0.28240 2.11465 0.45558 2.6649 1.4397 -0.2127
N 2.18380 1.43825 -0.26752 2.7524 1.3733 -0.8041
N 1.70920 0.17465 -0.14452 6.1277 -1.4527 -1.0535
C 2.62210 -0.69235 0.13588 -0.4300 -0.5799 -0.0528
C 2.22480 -2.09935 0.32708 1.0933 0.2147 -0.1038
Br 0.37280 -2.29345 0.45558 2.8821 -1.9687 1.1864
C 3.06250 -3.14215 0.41958 -0.0670 -0.2096 0.0375
C 4.52420 -3.13635 0.29148 -0.0309 0.0062 -0.1097
C 5.29250 -3.79475 1.25958 0.6991 -0.0328 -0.1464
C 6.68280 -3.85615 1.14018 -0.3601 0.0877 -0.1347
C 7.31530 -3.26705 0.04718 0.0052 0.0334 -0.0447
C 6.55820 -2.62295 -0.92972 -0.2586 -0.0786 0.2342
C 5.16720 -2.56575 -0.81362 0.5690 0.1227 0.0344
H -0.37480 3.66515 0.70698 3.1954 4.9494 -0.7257
H 0.61130 7.00275 0.25378 -0.0307 -0.1386 0.0251
H 2.72700 7.53775 -0.94582 0.0008 -0.0106 0.0020
H 4.07740 5.69545 -1.93222 -0.0237 0.0174 0.0262
H 3.31510 3.35325 -1.73222 -0.1228 0.0380 0.1328
H 0.75470 2.14745 -1.59452 -0.5263 -0.5196 -0.3887
H 2.44140 1.76155 0.66818 0.2924 -0.2323 -0.1419
H 3.68830 -0.43635 0.24628 -0.4386 0.1489 0.0584
H 2.64030 -4.12925 0.59838 -0.0775 0.1401 0.1527
H 4.81340 -4.26075 2.11788 -0.0558 0.1339 -0.1745
H 7.27000 -4.36345 1.90078 -0.0550 0.0573 -0.0688
H 8.39690 -3.31115 -0.04542 -0.0970 0.0008 0.0133
H 7.04690 -2.16525 -1.78592 -0.0528 -0.0681 0.0952
H 4.59310 -2.07375 -1.59702 -0.0402 -0.1311 0.2507
Cl -5.68000 1.00115 -0.89922 -2.3797 3.9236 -3.4456
C -4.19530 1.66945 -0.35722 1.3843 1.6835 0.4241
C -4.12690 2.99135 0.06828 -0.1826 0.2648 0.0902
C -2.90540 3.50275 0.50238 -0.8227 -0.3638 -0.4937
C -1.79870 2.66625 0.49238 -2.6796 -0.4631 -0.4746
N -1.83480 1.37815 0.08468 -2.5586 2.2785 -2.4787
C -3.03650 0.90825 -0.33202 -0.4247 2.6717 -2.3220
H -5.01110 3.62185 0.06458 -0.0592 -0.0583 -0.0055
H -2.81810 4.52955 0.84058 0.0119 -0.1507 -0.0120
H -0.82560 3.02075 0.82178 -5.6159 -6.5089 1.3204
H -3.03590 -0.12905 -0.65372 0.2400 0.7558 -0.5689
C -0.81030 -2.00575 -2.58872 -0.0558 -0.2710 -0.4129
Si -2.08730 -2.42505 -1.26032 0.8140 1.2003 1.7846
C -3.76910 -2.45185 -2.07572 -0.3487 -0.2120 -0.2557
C -1.69280 -4.13995 -0.59772 -0.2849 -1.0606 -0.6882
C -1.92620 -1.19065 0.08468 -0.0880 -3.4282 0.0165
Si -3.17760 -0.92505 1.39708 1.6485 -0.6123 0.9154
C -4.93750 -0.85195 0.77128 0.4627 -1.5388 1.0283
C -2.79620 0.72395 2.23738 -1.2953 0.0619 1.3245
C -3.03610 -2.28145 2.69158 -0.2634 -0.1136 0.4303
H -0.84550 -2.74265 -3.39652 0.1181 -0.0150 -0.1994
H 0.19860 -2.00445 -2.16572 -0.1578 0.0185 -0.1767
H -1.01030 -1.01755 -3.01342 -0.0242 -0.0137 0.0025
H -3.73510 -3.03945 -2.99862 -0.0160 -0.0092 -0.0518
H -4.10030 -1.44175 -2.33302 -0.0344 -0.0289 0.0275
H -4.51890 -2.90945 -1.42502 -0.0102 0.0911 -0.0113
H -1.69430 -4.87355 -1.40932 -0.0062 -0.4201 -0.0741
H -2.43350 -4.45145 0.14428 -0.0654 0.0716 -0.0194
H -0.70560 -4.15405 -0.12602 -0.7041 -0.4148 -0.3546
H -0.88260 -0.96645 0.38658 -5.9808 -2.6238 0.7342
H -5.02410 -0.18455 -0.09052 0.8152 -3.2684 2.2133
H -5.60410 -0.47745 1.55468 -0.0305 0.1001 -0.0001
H -5.29810 -1.84325 0.48308 -0.0577 -0.1141 -0.0387
H -2.88010 1.54675 1.52108 -0.8254 -0.9403 2.6521
H -1.78170 0.72165 2.64668 -0.0294 -0.1304 -0.2309
H -3.49880 0.90545 3.05598 -0.2523 -0.0833 0.3593
H -3.29380 -3.25545 2.26598 0.0014 -0.0317 -0.0310
H -3.71360 -2.08495 3.52778 -0.0807 -0.0870 0.1997
H -2.01600 -2.33605 3.08378 -0.0304 0.0940 -0.1141
H -0.11330 0.12695 1.95988 0.6031 -0.4468 1.4509
```
Positions in Å, forces in eV/Å.

The HOMO-LUMO gap (spin up / spin down) comes out at 3.22 / 3.22 eV. As for the multiplicity: 1. The value obtained for the molecular weight is 643.2 g/mol. Its net charge is -2. The calculation puts the largest force on an atom at 8.698 eV Å⁻¹. The HOMO energy (spin up / spin down) is 0.67 / 0.66 eV.


(2)
C10H16IN2O2 | ωB97M-V/def2-TZVPD

XYZ file:
```
31
Properties=species:S:1:pos:R:3:forces:R:3
C 1.76112 -0.96161 -0.97160 -1.1336 -0.3616 -0.3182
C 2.45591 -1.50124 -0.02566 1.0002 -0.2597 2.4083
C -3.48024 0.51499 -1.96135 0.2434 -0.6982 0.0475
C -2.77277 1.55718 -2.35511 1.1135 -2.0280 -0.1161
C 1.77556 -1.81930 1.29652 3.2469 0.1848 -1.6046
C -0.34603 -1.11303 0.61315 -0.6959 -0.3760 -3.5609
C 0.22061 -0.81790 -0.83417 0.9836 -1.4277 -0.4821
C 1.02992 0.51584 1.98304 -0.4941 0.1718 -0.2439
C 0.30887 1.19808 3.11351 1.0082 -0.5791 -0.9640
C -1.33577 1.62291 -2.83948 0.5621 0.9259 -0.3731
N -0.24355 0.45889 -1.24613 0.2871 0.2862 0.2783
N 0.70241 -0.90899 1.62014 -0.9176 1.6587 1.2889
O 1.93705 1.09025 1.20218 -0.2655 -1.1451 -0.2016
O -0.55023 0.45309 -2.56108 -0.4389 -0.3134 0.8402
I 4.57819 -1.75458 0.02907 -0.9277 -0.0320 -0.2504
H 2.23637 -0.92195 -1.91425 -0.0834 0.9142 -1.1810
H -4.50211 0.49279 -1.65571 -0.6540 0.9786 0.0960
H -3.14994 -0.49479 -1.90258 1.0245 -0.6417 -0.2451
H -3.25899 2.45693 -2.34133 -1.0045 2.4440 -0.1612
H 1.51538 -2.85323 1.26820 -1.0681 -0.6469 0.1721
H 2.48325 -1.73293 2.07090 0.9394 0.1847 1.0779
H -1.26608 -0.53188 0.65217 0.3678 0.2458 0.9329
H -0.60028 -2.17459 0.55088 -0.0284 -0.0243 0.8091
H -0.07052 -1.71559 -1.44457 -0.5904 1.1491 -0.0683
H 0.60580 0.78930 4.03132 0.9387 -0.8046 1.6591
H -0.73358 1.05907 3.19071 -1.5705 -0.0410 -0.7165
H 0.54866 2.23928 3.22161 0.1316 0.5112 -0.5057
H -0.81664 2.50729 -2.30298 -0.7367 -1.2334 -1.1887
H -1.27049 1.66840 -3.97432 -0.1867 0.4244 1.4510
H 0.37934 -1.36242 2.46136 -0.6991 0.4450 0.8329
H 1.85878 2.03973 1.02558 -0.3517 0.0885 0.2871
```
Positions in Å, forces in eV/Å.

The HOMO-LUMO gap comes out at 3.88 eV. As for the multiplicity: 1. The value obtained for the molecular weight is 323.2 g/mol. Its net charge is +1. The calculation puts the largest force on an atom at 3.648 eV Å⁻¹. The HOMO energy is -9.50 eV.


(3)
C37H63N2O5PPt | ωB97M-V/def2-TZVPD

XYZ file:
```
109
Properties=species:S:1:pos:R:3:forces:R:3
Pt 0.59733 -0.11345 -0.04078 -0.2118 -0.3566 0.8097
C -1.25773 2.23338 1.01365 -0.0985 -0.0921 -0.0437
N -1.45847 1.15050 0.03540 -0.1563 0.2255 0.0132
C -1.88208 1.75721 -1.23339 0.0071 -0.0469 0.0410
C -2.48951 0.22328 0.52377 0.1625 0.0282 -0.0751
C -2.32947 -1.14781 -0.11592 -0.0952 -0.0817 0.0417
N -1.05192 -1.76289 0.28423 -0.0683 0.2005 -0.3829
C -1.13338 -2.25789 1.66941 -0.0165 0.0243 0.0560
C 0.15379 -2.30998 2.43546 0.0271 -0.1577 -0.0832
C 0.59956 -3.51322 2.95284 0.0570 0.0210 0.1141
C 1.65071 -3.56216 3.86389 -0.0190 0.0356 -0.0885
C 2.15659 -2.33872 4.29475 0.0319 -0.0400 -0.0445
C 1.73833 -1.10217 3.80509 -0.0039 0.0203 -0.0215
C 0.78274 -1.09001 2.76172 0.0572 -0.0362 0.0835
O 0.39879 0.01914 2.14203 0.1630 0.2919 -0.2364
C 2.19507 0.19718 4.47673 -0.0462 0.0070 -0.0031
C 2.85543 1.16461 3.49264 -0.0381 -0.0272 0.0698
C 0.94522 0.86524 5.07483 0.0235 0.0184 -0.0049
C 3.18598 -0.05160 5.61541 -0.0078 0.0016 0.0353
C 2.17219 -4.90642 4.36362 0.0022 0.0014 0.0118
C 2.67718 -5.72545 3.16764 0.0113 -0.0187 0.0018
C 1.04324 -5.67779 5.05922 0.0034 -0.0136 0.0190
C 3.32569 -4.74795 5.35420 -0.0031 -0.0038 -0.0023
C -0.61500 -2.80628 -0.66180 0.2261 -0.1213 0.0247
C 0.26955 -2.26084 -1.78386 0.1208 0.1134 -0.1139
C 0.99661 -3.12092 -2.51936 -0.2811 0.2484 0.0479
C 1.83113 -3.03838 -3.74438 -0.1005 0.2660 0.1606
C 2.59233 -2.01006 -4.14208 -0.0154 -0.1949 0.1221
C 2.82192 -0.68018 -3.49079 0.1315 0.0184 0.1575
C 0.20518 -0.73716 -1.85155 -0.0575 -0.4949 -0.5208
O -0.29372 -0.17175 -2.79856 0.1991 0.0928 0.0632
C 3.16846 0.43246 -4.51989 0.0422 -0.0344 0.0320
C 3.17927 1.80290 -3.83318 0.0110 -0.0285 0.0031
C 2.07244 0.45046 -5.59042 0.0546 -0.0058 -0.0318
C 4.52321 0.20921 -5.19464 0.0124 0.0097 -0.0367
C 1.86144 -4.32632 -4.60420 0.0284 0.0324 -0.0345
C 0.76355 -5.33413 -4.24180 0.0008 -0.0241 -0.0189
C 1.65525 -3.96888 -6.08262 0.0083 -0.0343 -0.0386
C 3.22034 -5.01372 -4.42636 0.0060 -0.0335 -0.0056
H -2.21075 2.74154 1.21407 0.0171 0.0165 0.0260
H -0.56536 2.96231 0.59648 0.0420 0.0012 0.0275
H -0.84790 1.82182 1.93274 0.0180 0.0045 -0.0002
H -2.77667 2.37323 -1.07109 0.0078 0.0078 -0.0177
H -2.09382 0.99480 -1.97584 -0.0127 0.0187 -0.0078
H -1.07870 2.38045 -1.62163 0.0009 -0.0186 -0.0201
H -3.49312 0.62251 0.32353 0.0241 -0.0292 -0.0136
H -2.37132 0.15165 1.60380 -0.0248 -0.0131 -0.0111
H -2.34252 -1.05753 -1.20328 0.0077 0.0224 -0.0085
H -3.17647 -1.79128 0.16421 0.0556 -0.0064 0.0085
H -1.61994 -3.24268 1.67417 0.0318 -0.0031 -0.0150
H -1.79465 -1.57615 2.20340 -0.0118 -0.0435 0.0188
H 0.08186 -4.42159 2.66118 0.0028 -0.0442 -0.0221
H 2.92366 -2.34276 5.05315 -0.0051 -0.0171 0.0218
H 2.17859 1.39658 2.67735 -0.0021 0.0098 0.0672
H 3.76749 0.74102 3.07225 -0.0109 -0.0177 -0.0162
H 3.11598 2.09045 4.01354 0.0110 0.0180 0.0162
H 0.23373 1.11485 4.28853 -0.0116 -0.0041 -0.0104
H 1.22430 1.78361 5.59668 0.0032 0.0289 0.0139
H 0.45584 0.19988 5.78918 0.0035 -0.0081 0.0157
H 4.10167 -0.52932 5.26112 0.0136 0.0049 -0.0175
H 2.76046 -0.66789 6.40991 -0.0177 -0.0090 0.0006
H 3.46361 0.90783 6.05574 0.0013 0.0091 0.0032
H 1.87719 -5.91647 2.45130 -0.0166 0.0031 -0.0165
H 3.06962 -6.68902 3.49993 -0.0003 -0.0281 0.0112
H 3.47609 -5.19581 2.64479 0.0155 0.0179 0.0010
H 0.20912 -5.86454 4.38274 -0.0189 -0.0006 -0.0222
H 0.66200 -5.11544 5.91279 0.0018 0.0148 0.0154
H 1.40462 -6.64403 5.41811 0.0124 -0.0224 0.0067
H 4.16781 -4.21554 4.90894 0.0189 0.0041 -0.0161
H 3.67885 -5.73284 5.66436 0.0034 -0.0182 0.0024
H 3.01809 -4.20813 6.25109 -0.0191 0.0088 0.0117
H -1.49259 -3.30507 -1.09328 0.0261 -0.0222 -0.0085
H -0.05322 -3.56161 -0.10666 -0.0376 0.0625 0.0605
H 0.88116 -4.14500 -2.17785 0.0218 -0.0199 0.0245
H 3.19342 -2.18143 -5.02789 -0.0541 0.0365 -0.0521
H 2.24796 1.96774 -3.28515 -0.0055 -0.0001 -0.0015
H 3.27724 2.58983 -4.58405 -0.0035 0.0103 -0.0188
H 4.00502 1.89992 -3.13005 0.0232 -0.0002 0.0229
H 1.10351 0.67833 -5.14848 -0.0909 0.0000 0.0652
H 1.98731 -0.50966 -6.10094 0.0078 -0.0150 -0.0281
H 2.29679 1.20982 -6.34277 -0.0133 0.0260 0.0134
H 5.34710 0.19677 -4.47932 -0.0054 0.0111 0.0140
H 4.71736 1.02554 -5.89350 0.0040 -0.0035 -0.0117
H 4.55545 -0.71876 -5.76852 -0.0036 -0.0250 0.0062
H -0.22563 -4.87452 -4.23667 -0.0232 0.0295 0.0021
H 0.92870 -5.80732 -3.27392 0.0073 -0.0226 0.0165
H 0.75838 -6.13037 -4.98770 -0.0015 -0.0098 -0.0047
H 0.69858 -3.46531 -6.22885 -0.0199 0.0123 0.0110
H 1.65883 -4.87818 -6.68713 0.0006 -0.0138 -0.0062
H 2.43833 -3.31857 -6.46888 0.0098 -0.0017 -0.0099
H 3.40444 -5.24764 -3.37561 -0.0097 -0.0007 0.0224
H 4.03252 -4.37453 -4.77371 0.0112 0.0163 -0.0075
H 3.25327 -5.94817 -4.99079 0.0088 -0.0206 -0.0174
C 2.64424 2.76448 0.25364 -0.0219 -0.0295 -0.0884
O 3.25571 1.52164 0.56981 0.2098 -0.0591 0.0291
P 2.77686 0.15549 -0.08261 0.1629 0.2234 -0.1415
O 3.56771 -0.82971 0.89036 0.0480 0.0223 0.0432
C 3.37406 -2.24774 0.83994 0.0207 0.1188 0.0932
O 3.71652 0.20740 -1.38482 -0.2272 0.0083 -0.1308
C 3.81947 -0.85437 -2.34357 0.0457 -0.0060 0.0085
H 2.61784 3.35253 1.16959 -0.0175 0.0095 -0.0279
H 1.62826 2.60975 -0.12038 0.0126 0.0303 0.0262
H 3.23856 3.27582 -0.50451 -0.0248 0.0135 0.0108
H 4.10362 -2.68970 0.15974 -0.0055 -0.0305 0.0341
H 2.36084 -2.48678 0.51816 -0.0795 -0.0474 -0.0315
H 3.52409 -2.62154 1.84901 -0.0292 -0.0314 0.0211
H 1.92059 -0.33942 -3.00284 -0.1481 0.0044 -0.1157
H 3.65493 -1.81598 -1.85276 -0.0850 0.0106 -0.0503
H 4.85208 -0.84101 -2.69624 -0.0225 -0.0038 0.0540
```
Positions in Å, forces in eV/Å.

The HOMO-LUMO gap comes out at 7.57 eV. As for the multiplicity: 1. The value obtained for the molecular weight is 842.0 g/mol. Its net charge is 0. The calculation puts the largest force on an atom at 0.910 eV Å⁻¹. The HOMO energy is -7.19 eV.


(4)
C5H6O | ωB97M-V/def2-TZVPD

XYZ file:
```
12
Properties=species:S:1:pos:R:3:forces:R:3
O -0.49048 1.65187 -1.94729 0.2281 -0.8668 0.2979
C -0.27972 0.73743 -1.19667 -0.9430 0.8676 1.9675
C -0.47706 0.87939 0.58673 -1.4186 0.3941 -3.2966
C 0.00070 -0.49610 1.06757 0.8839 1.6319 1.1486
C 0.48567 -1.20236 -0.10089 0.3467 0.3515 -0.3820
C 0.38522 -0.54824 -1.29416 -0.3314 -0.5051 0.3613
H -1.33894 1.27011 1.14130 0.0204 0.0539 -0.7664
H 0.31636 1.64019 0.49826 -0.1020 0.0462 0.7415
H 0.44818 0.44760 1.64284 1.7631 -2.5712 0.2246
H -0.40193 -1.07978 1.89582 -0.6181 0.2600 -0.4846
H 0.80659 -2.24101 -0.04017 -0.0015 0.2405 0.0371
H 0.52759 -1.01866 -2.26177 0.1725 0.0974 0.1511
```
Positions in Å, forces in eV/Å.

Its SMILES is O=C1C=CCC1. The HOMO-LUMO gap comes out at 8.88 eV. As for the multiplicity: 1. The value obtained for the molecular weight is 82.1 g/mol. Its net charge is 0. The calculation puts the largest force on an atom at 3.610 eV Å⁻¹. The HOMO energy is -8.31 eV.